[1]
36
Properties=species:S:1:pos:R:3:forces:R:3 method="wB97M-V/def2-TZVPD" relative_energy_kcal_mol=333.5 lumo_ha=-0.052 energy_ev=-38903.0399 smiles="O=C(Nc1ccc(Cl)cc1)Nc1ccccc1CC[N+](=O)[O-]"
O 1.04123 1.87460 1.60561 -2.7 -4.2 1.2
C 0.28436 0.79607 1.47271 4.2 4.8 -1.6
N 0.23302 -0.23818 2.38400 4.8 10.6 0.3
C -0.31571 -1.36245 2.42061 -1.6 -1.0 -0.2
C -0.50290 -2.05823 1.33840 3.9 -2.1 -9.8
C -0.81110 -3.33839 1.37264 -1.6 -1.2 1.2
C -1.18659 -3.76103 2.62502 -1.6 -10.2 -10.7
Cl -2.06754 -5.47447 2.47105 1.1 1.4 0.6
C -1.38143 -3.10542 3.60764 1.3 8.2 6.0
C -0.81402 -1.81602 3.50607 -2.3 -0.9 9.2
N -0.26970 0.68545 0.27089 -5.4 -7.3 1.9
C -0.53378 1.49833 -0.73816 5.6 3.6 -6.5
C -1.75681 1.61322 -1.36299 -4.1 -1.5 0.5
C -2.14032 2.14456 -2.57499 5.7 3.4 -0.1
C -0.89408 2.89334 -3.20974 -19.1 -1.1 -4.5
C 0.18487 2.79631 -2.76105 16.3 -2.5 6.9
C 0.72935 2.02479 -1.65899 -10.2 -0.8 3.9
C 2.05129 1.77298 -1.21905 0.7 2.4 3.2
C 2.39908 0.30431 -1.00563 5.1 5.0 0.9
N 1.79348 -0.28001 -2.00021 -1.2 -9.5 -13.0
O 0.93400 -1.29243 -1.95799 2.9 4.9 1.4
O 2.38211 -0.13047 -3.23755 -2.8 0.4 5.4
H 0.51005 0.29880 3.20971 -0.1 -1.1 0.4
H 0.13693 -1.91772 0.25753 -2.1 0.7 2.9
H -1.03601 -3.95176 0.56038 0.4 -0.8 -1.3
H -1.56644 -3.57769 4.44318 -1.7 -1.6 4.6
H -0.71463 -1.22251 4.52502 -0.3 -1.0 -2.3
H -1.05754 -0.24658 0.25300 2.9 3.4 0.1
H -2.65059 1.13592 -0.86045 1.1 0.4 0.1
H -3.12529 2.48537 -2.84862 -0.2 -0.7 -0.1
H -1.17552 3.43988 -4.08861 0.3 0.3 -0.3
H 0.96655 3.25879 -3.27561 1.4 1.0 -1.0
H 2.31702 2.32089 -0.19608 -0.6 -0.8 -2.2
H 2.40506 2.25186 -2.08603 3.0 0.0 -0.8
H 3.56200 0.32627 -1.05227 -2.1 -0.8 -0.2
H 2.06959 -0.14837 -0.18945 -1.3 -1.2 4.1

[2]
39
Properties=species:S:1:pos:R:3:forces:R:3 method="wB97M-V/def2-TZVPD" relative_energy_kcal_mol=311.2 lumo_ha=-0.062 energy_ev=-54157.5085 smiles="O=C(CSc1nc(-c2ccco2)cc(C(F)(F)F)n1)N1CCSCC1"
O -0.63399 -3.11066 -0.72576 -2.1 1.4 4.6
C -1.13033 -2.70116 0.42751 1.2 2.1 -6.0
C -1.88421 -1.32687 0.42083 -3.0 -3.6 -5.0
S -1.07276 0.04878 0.89809 1.7 2.0 4.1
C -0.78918 1.04125 -0.42897 1.9 -1.7 -3.8
N 0.18096 1.96504 -0.47416 -4.0 -5.1 9.3
C 0.42389 2.61453 -1.44653 3.6 6.6 -6.0
C 1.26680 3.87453 -1.09340 -0.5 -3.6 -4.7
C 1.94005 4.19987 -0.01162 1.7 3.7 0.0
C 2.79258 5.44132 -0.30326 -7.2 -6.1 -8.4
C 2.60329 5.53986 -1.71022 -2.6 -5.8 5.2
O 1.63800 4.40388 -2.32073 2.8 4.9 4.6
C 0.04806 2.32245 -2.76679 -6.1 -5.3 6.6
C -1.22740 1.31113 -2.65943 10.1 3.4 11.8
C -1.44867 0.94431 -3.83963 -6.6 -7.2 -16.0
F -2.68681 -0.08828 -3.87410 3.2 2.0 0.5
F -0.54429 0.31854 -4.85260 -1.3 1.0 3.8
F -1.96589 1.88248 -4.62949 0.1 0.9 0.5
N -1.29472 0.51708 -1.54952 -2.2 2.7 -2.2
N -0.94074 -3.31595 1.57409 -1.5 4.1 -1.1
C -1.20162 -2.65999 2.89412 2.2 7.4 -3.0
C 0.12995 -2.03199 3.54200 -3.7 -4.0 -1.1
S 1.14989 -3.35779 3.84544 2.5 -2.4 0.5
C 1.40571 -3.95994 2.17337 -1.7 -0.3 -2.8
C -0.08253 -4.37018 1.37828 2.6 -0.7 13.0
H -2.83424 -1.47413 0.87246 -0.7 0.2 1.4
H -2.38026 -1.21848 -0.69122 2.0 -0.1 2.3
H 1.81097 3.82278 0.93521 -0.3 -1.0 1.8
H 3.54184 5.85330 0.11608 4.7 3.1 3.5
H 2.81947 6.22729 -2.34678 1.6 3.9 -4.2
H 0.09680 2.88853 -3.53468 0.9 3.7 -5.2
H -1.95500 -1.72281 2.94658 1.2 -2.7 -0.9
H -1.49956 -3.44165 3.33934 -2.6 -5.2 4.7
H -0.02243 -1.62897 4.46774 -1.1 1.0 2.6
H 0.40666 -1.26473 2.97708 1.9 3.0 -2.8
H 2.02288 -4.89312 2.05289 -0.3 1.3 0.6
H 1.75050 -3.07698 1.60900 0.5 -0.7 0.0
H -0.01038 -4.59432 0.44318 0.4 -2.3 -5.3
H -0.42329 -4.97898 2.34559 0.6 -0.8 -2.9

[3]
40
Properties=species:S:1:pos:R:3:forces:R:3 method="wB97M-V/def2-TZVPD" relative_energy_kcal_mol=5.8 multiplicity=4 lumo_ha="-0.115 / -0.164" energy_ev=-89439.3183 charge=+1 s2=3.777
Re -0.15812 -0.32889 0.13759 0.2 0.0 -0.4
C 0.44217 2.51465 3.32104 0.0 0.0 0.0
C -0.31082 1.35356 2.75941 -0.1 0.0 0.0
O 0.27698 0.48346 2.07892 -0.1 0.0 -0.1
N -1.61678 1.26160 2.98877 0.0 0.0 0.0
C -2.39581 0.08675 2.61689 0.0 0.0 0.0
C -3.05798 0.21076 1.26681 0.0 -0.1 0.0
C -4.43733 0.27065 1.19207 0.0 0.1 0.0
C -5.05997 0.38883 -0.04082 0.0 0.0 0.0
C -4.26852 0.47962 -1.16970 0.0 0.0 0.0
C -2.89687 0.40957 -1.03042 0.0 0.2 0.0
N -2.28776 0.24606 0.15735 0.0 -0.1 0.1
H 1.50548 2.30101 3.27293 0.0 0.0 0.0
H 0.14603 2.73193 4.34579 0.0 0.0 0.0
H 0.23894 3.39337 2.70512 0.0 0.0 0.0
H -2.06420 1.99410 3.51712 0.0 0.0 0.0
H -3.16140 -0.05088 3.37691 0.0 0.0 0.0
H -1.74068 -0.78560 2.64519 0.0 0.0 0.0
H -5.01771 0.22711 2.10310 0.0 0.0 0.0
H -6.13862 0.41891 -0.11188 0.0 0.0 0.0
H -4.69306 0.59518 -2.15604 0.0 0.0 0.0
H -2.24626 0.48024 -1.88934 0.0 0.0 0.0
S 0.47980 1.79376 -0.68362 0.3 0.0 0.3
S 1.44008 1.63100 -2.49637 -0.3 -0.3 -0.2
S 1.58136 -0.44016 -2.73898 0.1 0.3 0.2
S -0.23627 -1.11459 -2.07453 -0.1 0.0 -0.1
S -0.55602 -2.62445 0.89934 0.0 -0.2 0.1
C 1.16428 -2.57106 0.73762 0.0 0.1 0.1
N 1.62358 -1.38080 0.40516 -0.1 0.0 0.0
C 3.00587 -1.33817 0.29572 0.1 0.0 0.1
C 3.78860 -0.22587 0.00591 0.0 0.0 0.0
C 5.15652 -0.39828 -0.04772 0.0 0.0 0.0
C 5.73908 -1.64889 0.18268 0.0 0.0 0.0
C 4.96714 -2.75430 0.48100 0.0 0.0 0.0
C 3.58872 -2.58534 0.53938 0.0 0.1 0.0
S 2.36523 -3.77827 0.91417 0.0 0.0 0.0
H 3.32391 0.73460 -0.17473 0.0 0.0 0.0
H 5.79160 0.44749 -0.27321 0.0 0.0 0.0
H 6.81394 -1.75300 0.12928 0.0 0.0 0.0
H 5.42130 -3.71857 0.66285 0.0 0.0 0.0